23
Properties=species:S:1:pos:R:3:mulliken_charge:R:1 method="wB97M-V/def2-TZVPD" e_above_lowest_ev=1.522 total_charge=+1 homo_ev=-13.518 multiplicity=1 orbital_gap_ev=10.6
C 1.525 1.269 -1.041 -0.05
O 2.192 1.521 -2.258 -0.51
C 2.438 0.331 -0.284 -0.69
N 1.793 -0.205 0.952 -0.52
H 1.394 2.204 -0.484 0.29
H 0.534 0.832 -1.195 0.08
H 1.595 1.988 -2.864 0.33
H 2.718 -0.542 -0.873 0.33
H 3.360 0.856 -0.038 0.36
H 1.460 0.560 1.534 0.29
H 2.473 -0.693 1.521 0.30
C -3.365 0.384 0.611 -1.19
C -2.139 -0.239 0.020 0.02
C -1.469 -1.170 0.686 -0.30
N -0.213 -1.780 0.243 -0.39
H -3.657 -0.082 1.548 0.34
H -3.123 1.430 0.833 0.29
H -4.192 0.400 -0.095 0.34
H -1.865 0.080 -0.978 0.31
H -1.837 -1.508 1.644 0.26
H 0.737 -0.999 0.561 0.41
H -0.142 -2.678 0.710 0.34
H -0.216 -1.960 -0.755 0.36

28
Properties=species:S:1:pos:R:3:lowdin_spin:R:1 method="wB97M-V/def2-TZVPD" total_charge=+1 homo_ev="-12.307 / -11.398" multiplicity=2 orbital_gap_ev="8.9 / 5.5"
Y -0.055 0.577 0.775 -0.03
C 2.098 -2.603 -2.255 0.00
C 1.079 -1.460 -1.995 0.01
O 0.575 -1.173 -0.661 0.21
H 1.899 -3.291 -3.077 0.00
H 2.142 -3.282 -1.403 0.00
H 3.138 -2.316 -2.412 0.00
H 0.186 -1.780 -2.532 0.01
H 1.526 -0.608 -2.509 0.00
O 2.037 0.109 1.605 0.74
H 2.735 0.009 0.929 0.00
O 0.585 2.193 2.301 0.04
H 0.252 3.086 2.516 0.00
O -0.601 -0.477 2.911 0.00
H -0.958 -1.232 3.378 0.00
H -0.301 0.113 3.602 0.00
O -2.005 1.891 1.350 0.00
H -1.873 2.838 1.318 0.00
H -2.807 1.777 1.860 0.00
O -2.321 -1.111 0.698 0.00
H -3.094 -1.419 1.172 0.00
H -2.417 -1.477 -0.181 0.00
O -1.468 0.859 -1.178 0.00
H -2.087 0.214 -1.521 0.00
H -1.290 1.438 -1.918 0.00
O 0.879 2.137 -0.644 0.00
H 1.446 2.902 -0.547 0.00
H 0.701 2.087 -1.583 0.00

9
Properties=species:S:1:pos:R:3:mulliken_charge:R:1 method="wB97M-V/def2-TZVPD" e_above_lowest_ev=1.039 homo_ev=-8.421 multiplicity=1 orbital_gap_ev=9.3 smiles="N=C(N)N"
N 0.727 0.857 -0.732 -0.42
C -0.151 0.244 0.123 0.52
N -0.398 -1.106 -0.126 -0.52
N -0.544 0.822 1.194 -0.71
H 1.475 1.372 -0.304 0.25
H 0.955 0.323 -1.554 0.19
H -0.467 -1.434 -1.078 0.23
H -1.193 -1.423 0.408 0.26
H -0.404 0.343 2.070 0.21

We obtain F_max values of 0.81 1.60 1.81 eV Å⁻¹ for the records listed above, in that order.
We obtain calculated total energy values of -10449.039 -19768.158 -5587.938 eV for the records listed above, in that order.